A single C4H9ClO2 molecule in a non-equilibrium geometry, computed with the ωB97M-V functional and the def2-TZVPD basis.

Computed properties:
LUMO   0.9 eV
Charge   0
Energy relative to the best compared isomer or geometry (same formula, charge and spin)   1.9403 eV

Last column: natural (NBO) charge in e.
Geometry (Å):
1 C 0.463 -0.016 1.887  -0.266
2 O 0.432 0.572 0.641  -0.567
3 C -0.181 -0.414 -0.462  0.547
4 C -1.709 -0.506 -0.199  -0.659
5 Cl 0.626 -1.971 -0.243  -0.072
6 O 0.143 0.135 -1.642  -0.528
7 C 1.488 0.389 -2.024  -0.246
8 H -0.425 -0.524 2.331  0.159
9 H 0.941 0.561 2.554  0.189
10 H 1.056 -1.007 1.748  0.163
11 H -1.954 0.181 0.596  0.239
12 H -2.197 -0.241 -1.085  0.234
13 H -2.083 -1.495 0.058  0.229
14 H 1.536 1.089 -2.717  0.187
15 H 1.791 -0.607 -2.358  0.193
16 H 2.093 0.858 -1.151  0.200